Record 1
14
Properties=species:S:1:pos:R:3:forces:R:3:nbo_charge:R:1 method="wB97M-V/def2-TZVPD" de_lowest_kcal_mol=46.0 orbital_gap_ev=9.55 total_charge=0 multiplicity=1 homo_energy_ev=-9.01
C 0.077 -2.243 0.640 0.012 -0.048 -0.008 -0.62
C 0.302 -0.960 -0.153 0.076 -0.011 -0.118 -0.25
N -0.466 0.100 0.507 -0.139 0.241 0.186 -0.59
C -0.710 1.372 0.249 0.080 -0.385 -0.028 0.22
N -0.193 1.872 -0.926 -0.214 0.102 0.137 -0.69
C -0.596 3.146 -1.146 -0.310 0.958 -0.188 0.43
N -1.000 4.227 -1.246 0.537 -0.967 -0.138 -0.35
H -0.984 -2.517 0.626 0.172 0.024 -0.024 0.22
H 0.376 -2.095 1.684 -0.009 -0.044 -0.172 0.21
H 0.654 -3.078 0.239 -0.058 0.129 0.000 0.23
H -0.030 -1.086 -1.192 0.018 0.058 0.154 0.20
H 1.367 -0.696 -0.166 -0.146 -0.021 -0.019 0.20
H -0.885 -0.187 1.380 0.079 -0.041 -0.056 0.40
H 0.308 1.398 -1.678 -0.097 0.004 0.273 0.40

---

Record 2
13
Properties=species:S:1:pos:R:3:forces:R:3:nbo_charge:R:1 method="wB97M-V/def2-TZVPD" smiles="N[C@@H](CO)C(=O)[O-]" de_lowest_kcal_mol=33.5 orbital_gap_ev=7.97 total_charge=-1 multiplicity=1 homo_energy_ev=-4.15
N -0.128 -0.944 1.340 -0.171 0.548 0.284 -0.84
C -0.183 0.228 0.421 0.765 -1.741 -0.587 -0.21
C 1.234 0.582 0.025 0.858 1.554 0.941 -0.06
O 2.004 1.113 1.180 -0.495 -0.213 -0.094 -0.77
C -0.963 -0.273 -0.927 0.432 0.182 1.835 0.79
O -1.828 -1.125 -0.656 -0.400 0.100 -0.595 -0.78
O -0.543 0.207 -1.985 -0.253 0.077 -0.451 -0.77
H -1.086 -1.259 1.439 -0.096 -0.277 -0.368 0.37
H 0.135 -0.630 2.271 0.234 0.059 -0.103 0.32
H -0.657 1.060 0.957 -0.126 0.372 -0.526 0.15
H 1.266 1.392 -0.708 -0.313 -0.364 -0.226 0.18
H 1.881 -0.227 -0.302 -0.582 -0.366 -0.203 0.18
H 1.389 1.721 1.603 0.145 0.070 0.093 0.44

---

Record 3
12
Properties=species:S:1:pos:R:3:forces:R:3:nbo_charge:R:1 method="wB97M-V/def2-TZVPD" smiles="c1cscn1.O=NO" de_lowest_kcal_mol=95.6 orbital_gap_ev=9.63 total_charge=0 multiplicity=1 homo_energy_ev=-9.50
C -0.870 0.948 -0.045 0.017 -0.696 -0.592 -0.07
C -0.052 0.777 -1.104 -0.646 -1.219 -0.683 -0.42
S -0.441 -0.708 -1.936 0.904 1.310 0.306 0.41
C -1.627 -0.981 -0.759 0.082 0.028 -0.924 -0.15
N -1.804 -0.029 0.090 -0.731 -1.069 1.137 -0.42
H -0.785 1.634 0.761 0.005 0.875 0.164 0.21
H 0.796 1.284 -1.421 1.155 1.104 -0.343 0.23
H -2.089 -1.931 -0.922 -1.040 -0.169 0.734 0.22
O 1.419 -1.636 0.689 0.740 2.560 1.170 -0.27
N 1.713 -0.481 0.730 -0.177 -1.424 -0.787 0.34
O 1.837 0.058 2.026 -0.318 0.913 -0.126 -0.56
H 1.903 1.065 1.890 0.010 -2.213 -0.056 0.48

---

Record 4
72
Properties=species:S:1:pos:R:3:forces:R:3:lowdin_charge:R:1 method="wB97M-V/def2-TZVPD" de_lowest_kcal_mol=171.2 orbital_gap_ev=9.48 total_charge=0 multiplicity=1 homo_energy_ev=-9.24
C -50.297 18.001 57.276 -1.462 3.000 -3.768 -0.15
O -50.749 16.760 56.868 -0.504 -0.598 -3.799 -0.16
C -51.008 16.791 55.360 -2.188 -1.114 2.156 -0.09
C -51.620 15.382 55.000 0.913 1.607 0.779 -0.13
N -51.884 15.325 53.563 -0.229 -0.529 -0.861 0.02
H -52.465 16.302 53.273 1.735 -2.632 0.101 0.17
H -50.931 15.148 53.144 -1.427 1.187 -0.108 0.19
C -52.660 14.098 53.081 3.846 0.841 0.676 -0.12
C -52.671 14.069 51.623 -2.611 0.865 -3.954 -0.23
O -53.136 12.751 51.271 0.272 0.666 -0.603 -0.19
C -53.185 12.444 49.798 -1.451 -0.147 3.999 0.00
H -49.821 17.905 58.127 1.618 -0.667 4.940 0.03
H -51.065 18.871 57.316 0.836 -1.665 -0.066 0.12
H -49.446 18.365 56.678 -0.385 -0.008 -0.641 0.10
H -50.181 16.968 54.681 0.697 0.360 0.535 0.12
H -51.795 17.577 55.187 0.775 -0.591 0.116 0.12
H -52.503 15.175 55.509 -1.931 0.349 0.898 0.11
H -51.008 14.584 55.371 0.991 -0.443 -0.391 0.13
H -53.570 13.959 53.421 -5.186 1.216 1.735 0.09
H -52.342 13.215 53.642 1.647 -0.268 -0.843 0.15
H -51.793 14.521 51.139 0.850 -1.248 0.090 0.12
H -53.418 14.834 51.055 0.880 -1.261 2.024 0.17
H -53.085 11.406 49.868 0.246 -1.689 -0.505 0.07
H -52.309 12.882 49.552 2.392 1.353 -2.315 0.05
H -54.119 12.667 49.313 -0.137 0.805 -0.101 0.09
C -53.316 17.953 52.710 3.238 2.765 -0.761 -0.56
O -52.064 17.790 52.335 -3.448 -0.052 0.570 -0.09
O -53.806 19.264 52.617 -0.196 -2.044 0.617 0.09
O -53.978 16.982 53.218 1.003 2.140 -0.619 -0.06
H -53.242 20.034 52.273 -0.590 -2.381 0.111 0.10
C -48.485 20.614 51.346 -4.186 0.730 2.508 -0.10
C -48.921 19.162 51.532 -1.770 0.095 -0.508 -0.28
O -49.805 19.131 52.676 -1.574 -0.650 -0.889 -0.16
H -49.175 21.358 50.865 -0.497 -1.020 0.903 0.09
H -47.767 20.777 50.740 5.486 -0.125 -4.903 -0.02
H -48.019 21.146 52.179 -0.786 -0.598 0.908 0.09
H -48.087 18.562 51.896 0.291 -0.139 -0.851 0.09
H -49.456 18.689 50.518 1.527 1.184 2.627 0.16
H -50.714 18.743 52.439 1.707 0.648 0.313 0.04
C -52.586 22.229 52.149 -1.796 3.419 -2.156 -0.04
C -53.390 22.480 50.817 -1.591 -2.147 3.814 -0.17
O -54.002 21.201 50.640 3.753 0.730 11.489 -0.03
H -52.001 21.408 52.219 2.957 -2.413 -1.277 0.02
H -53.167 21.956 52.959 -2.310 0.521 1.655 0.04
H -52.069 23.134 52.364 0.789 0.474 0.604 0.08
H -52.765 22.619 50.014 1.535 1.036 -1.816 0.09
H -54.240 23.200 50.926 1.220 0.006 -0.029 0.13
H -54.262 21.147 49.871 -4.317 -1.192 -12.171 -0.07
C -52.378 20.894 55.601 -1.796 1.666 5.433 -0.10
O -53.329 20.353 56.485 0.397 3.379 2.569 -0.05
H -51.481 20.934 56.067 3.567 -0.890 0.520 0.06
H -52.682 21.853 55.720 -0.522 3.733 -1.023 0.07
H -52.579 20.541 54.734 -0.109 -2.235 -6.092 0.01
H -53.448 19.543 56.160 -1.636 -5.659 -1.341 -0.05
C -55.994 18.332 55.532 -0.545 3.674 -2.395 -0.20
O -54.677 17.962 55.626 2.739 -0.777 -0.937 -0.15
H -56.498 18.930 56.262 0.449 -0.952 2.230 0.07
H -56.506 17.553 55.134 -2.313 -2.387 -0.521 0.04
H -56.271 19.200 54.817 1.352 -1.048 -0.458 0.10
H -54.329 17.474 54.756 -1.793 1.532 2.319 0.09
C -56.895 17.470 51.740 2.227 -4.539 -4.664 -0.10
O -56.141 16.229 51.924 1.821 -0.385 1.097 -0.21
H -56.263 17.917 51.041 0.855 2.449 -0.492 0.06
H -57.136 17.828 52.604 -1.072 3.010 5.006 0.00
H -57.783 17.308 51.145 -0.485 -0.767 0.103 0.08
H -55.148 16.400 52.321 -4.030 0.000 -1.343 0.08
C -52.831 18.518 48.896 -3.037 0.913 -0.513 -0.20
O -52.801 17.355 49.592 0.338 -3.325 2.283 -0.15
H -53.664 19.073 49.346 1.002 1.373 0.529 0.07
H -53.405 18.433 47.934 1.426 -0.800 0.068 0.10
H -51.846 18.918 48.807 0.389 1.113 -0.274 0.07
H -52.697 17.426 50.598 0.139 0.545 -2.340 0.07